DFT (the ωB97M-V functional and the def2-TZVPD basis) results for 2 unconnected molecules or ions with the total composition C4H7NS at a distorted geometry.

Atoms and positions in Å:
C: 1.47555 -1.14854 0.09000
C: 1.27624 -0.22588 1.02468
S: 0.74980 1.39068 0.64828
N: 0.33584 1.40133 -1.00950
H: 1.54992 -2.17236 0.25356
H: 1.56966 -0.99734 -1.01957
H: 1.23981 -0.57476 1.99016
H: 0.79215 2.19042 -1.46324
H: -0.65806 1.30625 -1.00221
C: -2.80966 0.19146 0.29157
C: -1.89094 -0.25677 0.85153
H: -3.73561 0.43808 -0.07657
H: -0.96061 -0.50085 1.19770

Values from the calculation:
LUMO ... 0.8 eV
SMILES ... C=CSN.C#C
Net charge ... 0
Largest force on an atom ... 0.0691 Eh/bohr
Multiplicity ... 1

DFT (the ωB97M-V functional and the def2-TZVPD basis) results for a single C6H6 molecule at a distorted geometry.

Atoms and positions in Å:
C: 3.95387 -0.17683 -0.49990
C: 2.73099 -0.29878 -0.43772
C: 1.39882 -0.37809 -0.22224
C: 0.21289 -0.44271 0.02373
C: -1.22075 -0.58211 0.03800
C: -1.95308 0.75652 0.08222
H: 4.13129 0.23048 0.49978
H: -1.42038 -1.10262 -0.90646
H: -1.53228 -1.24931 0.84818
H: -3.02931 0.58941 -0.00148
H: -1.74562 1.27982 1.01971
H: -1.62996 1.39810 -0.74340

Values from the calculation:
LUMO ... 0.0 eV
SMILES ... C#CC#CCC
Net charge ... 0
Largest force on an atom ... 0.0288 Eh/bohr
Multiplicity ... 1

DFT (the ωB97M-V functional and the def2-TZVPD basis) results for 2 unconnected molecules or ions with the total composition C9H14 at a distorted geometry.

Atoms and positions in Å:
C: 0.02691 -2.96477 0.19489
C: -0.04901 -3.91483 -1.00989
H: -0.14444 -1.95589 -0.16008
H: -0.77443 -3.19291 0.90937
H: 0.86908 -3.00372 0.88580
H: -0.99303 -4.43385 -1.10839
H: -0.03023 -3.28561 -1.90474
H: 0.80758 -4.57881 -1.08537
C: 1.14069 0.10157 1.06181
C: 0.67445 1.77525 -0.76461
C: 0.33901 1.24756 0.51329
C: -0.21021 2.70341 -1.39591
C: -0.42065 2.04037 1.35209
C: -1.16785 3.30276 -0.64409
C: -1.18066 3.05552 0.75985
H: 1.62095 1.65256 -1.27855
H: -0.25345 2.83500 -2.47013
H: 1.69483 0.39081 1.95372
H: 1.75414 -0.23775 0.25050
H: -0.41802 1.77938 2.39990
H: -1.87806 3.97206 -1.10487
H: -1.99036 3.50469 1.32631
H: 0.58278 -0.79281 1.31909

Values from the calculation:
LUMO (alpha / beta) ... -4.8 / -8.2 eV
Net charge ... +1
Largest force on an atom ... 0.0431 Eh/bohr
Multiplicity ... 2

DFT (the ωB97M-V functional and the def2-TZVPD basis) results for a single C6H9F5N4 molecule at a distorted geometry.

Atoms and positions in Å:
C: -0.54996 -0.21242 2.17006
C: 0.62534 -0.04177 -0.96326
C: -0.49520 0.96297 -0.69899
C: 0.44532 -1.47315 -0.49945
C: -0.34067 1.68128 0.68395
C: 0.44911 -1.66663 0.96669
N: -0.64810 0.95611 1.82532
N: -0.94836 -0.86540 3.22060
N: -0.05509 -2.87689 1.62863
N: 1.68737 -1.30578 1.47866
F: -1.57796 0.05789 4.13212
F: -1.42164 -2.91634 1.46554
F: 0.32353 -4.16177 0.95614
F: 1.67552 -1.22179 2.84973
F: 2.67071 -2.36447 1.30834
H: 0.81552 -0.19863 -2.09467
H: 1.65786 0.22183 -0.46586
H: -0.52080 1.72413 -1.39339
H: -1.46413 0.48806 -0.55497
H: -0.39607 -2.04393 -0.98711
H: 1.27219 -2.09922 -0.91645
H: 0.62239 2.16802 0.76869
H: -1.00176 2.51465 0.55905
H: -0.16125 -1.18720 3.81366

Values from the calculation:
LUMO ... -0.5 eV
Net charge ... 0
Largest force on an atom ... 0.1021 Eh/bohr
Multiplicity ... 1

DFT (the ωB97M-V functional and the def2-TZVPD basis) results for a molecular structure, C47H44LaN10O2 at a distorted geometry.

Atoms and positions in Å:
La: -0.01629 0.01040 -0.22644
C: 0.89613 5.95652 0.63516
C: 1.04820 5.10046 -0.44636
C: 0.36726 3.89438 -0.49783
C: -0.50468 3.50742 0.52956
C: -0.63952 4.37789 1.62351
C: 0.04967 5.57608 1.67213
N: -1.15673 2.28899 0.43550
C: -2.49937 2.22405 0.66646
C: -3.36700 3.33510 0.67369
C: -4.73874 3.19926 0.80722
C: -5.31945 1.94297 0.95523
C: -4.49732 0.82773 0.97777
C: -3.11380 0.94277 0.84292
N: -2.25580 -0.15278 0.89078
N: -2.80526 -1.29331 1.28104
C: -1.92460 -2.30944 1.42187
C: -2.42330 -3.54134 1.92399
C: -1.57671 -4.59519 2.10837
C: -0.21012 -4.45326 1.80570
C: 0.20802 -3.23452 1.32743
N: -0.60061 -2.18671 1.13319
H: 1.43293 6.89634 0.67802
H: 1.70375 5.36838 -1.26781
H: 0.48723 3.24022 -1.35518
H: -1.29171 4.08871 2.43862
H: -0.06631 6.22005 2.53647
H: -2.94215 4.32547 0.55841
H: -5.36112 4.08704 0.79275
H: -6.39216 1.83632 1.05696
H: -4.90394 -0.16540 1.11060
H: -3.47815 -3.60064 2.15281
H: -1.95651 -5.53476 2.49265
H: 0.49320 -5.26213 1.93779
H: 1.24811 -3.06950 1.06218
C: 4.58537 -1.73580 -2.27349
N: 3.68111 -0.63919 -2.56796
C: 4.04624 0.37740 -3.40287
C: 3.20975 1.37703 -3.70666
C: 1.87450 1.38718 -3.11328
O: 1.06547 2.28405 -3.37285
N: 1.55964 0.35602 -2.27221
C: 2.42520 -0.63412 -1.98352
O: 2.11174 -1.55451 -1.20348
H: 5.60365 -1.41822 -2.48960
H: 4.34004 -2.61694 -2.87094
H: 4.50906 -1.99518 -1.22004
H: 5.05537 0.31581 -3.79145
H: 3.50556 2.18693 -4.35407
N: -1.58056 0.85659 -2.18410
C: -1.85894 1.78154 -2.81610
N: -2.19998 2.82310 -3.53036
C: -2.16677 4.15554 -2.91808
C: -1.04920 4.99232 -3.52198
C: -1.14797 5.01226 -5.04471
C: -1.08109 3.58562 -5.58320
C: -2.20727 2.75045 -4.98974
H: -2.04181 4.02816 -1.84260
H: -3.14193 4.62570 -3.09358
H: -0.09059 4.55915 -3.22850
H: -1.10072 6.00032 -3.10388
H: -0.34609 5.61828 -5.47010
H: -2.09547 5.47669 -5.34763
H: -0.12883 3.13586 -5.29301
H: -1.15615 3.56514 -6.67364
H: -2.13286 1.70285 -5.27830
H: -3.17977 3.12955 -5.32993
C: -3.54631 -1.56029 -2.08138
C: -2.29970 -2.32773 -2.34753
N: -1.13009 -2.15740 -1.77710
C: -0.30610 -3.14708 -2.27044
C: -0.98904 -3.91909 -3.15368
N: -2.26085 -3.38827 -3.19418
H: -3.38222 -0.87064 -1.25977
H: -4.35725 -2.23799 -1.80699
H: -3.85203 -0.98278 -2.95546
H: 0.72272 -3.21208 -1.96303
H: -0.70256 -4.77164 -3.74134
H: -3.03884 -3.73527 -3.72683
C: 2.07933 0.70441 0.91957
C: 3.29188 0.95046 0.87241
C: 4.64967 1.21893 0.77068
C: 5.57162 0.07875 0.76573
C: 5.21035 -1.11212 1.41437
C: 6.04470 -2.21512 1.40186
C: 7.26188 -2.17294 0.73033
C: 7.62739 -1.00783 0.06904
C: 6.79762 0.10232 0.08709
C: 5.12164 2.59709 0.66451
C: 6.41039 2.97121 1.07151
C: 6.83071 4.28798 0.98832
C: 5.97395 5.26698 0.50146
C: 4.68627 4.91332 0.11773
C: 4.26147 3.59947 0.20110
H: 4.25323 -1.15157 1.91880
H: 5.73957 -3.11860 1.91631
H: 7.91344 -3.03781 0.71869
H: 8.56508 -0.96240 -0.47246
H: 7.09057 0.99401 -0.45194
H: 7.07840 2.22638 1.48451
H: 7.82826 4.55148 1.31858
H: 6.30066 6.29748 0.43656
H: 3.99787 5.66911 -0.23712
H: 3.24838 3.33276 -0.07494

Values from the calculation:
LUMO (alpha / beta) ... 1.9 / 2.3 eV
Net charge ... -1
Largest force on an atom ... 0.0236 Eh/bohr
Multiplicity ... 1

DFT (the ωB97M-V functional and the def2-TZVPD basis) results for a molecular structure, C4H8O2.

Atoms and positions in Å:
C: -0.70516 0.63304 -0.48221
C: -0.85176 0.09975 0.94087
C: 0.46677 -0.62670 1.30237
O: 1.47426 0.05065 0.54830
C: 1.17234 0.02755 -0.75982
O: 0.94409 -1.09413 -1.40710
H: -1.57051 0.39023 -1.12029
H: -0.55184 1.71107 -0.55270
H: -0.07704 -0.34336 -1.26319
H: -1.69243 -0.59473 1.02991
H: -1.02453 0.91448 1.65021
H: 0.74651 -0.52262 2.35135
H: 0.44444 -1.68369 1.02407
H: 1.68004 0.86037 -1.26587

Values from the calculation:
LUMO ... 0.9 eV
Net charge ... 0
Largest force on an atom ... 0.0062 Eh/bohr
Multiplicity ... 1

DFT (the ωB97M-V functional and the def2-TZVPD basis) results for a molecular structure, C10H19Cl8Mg2O2 at a distorted geometry.

Atoms and positions in Å:
Mg: -1.44449 -3.67519 3.50722
Mg: -4.08122 -0.80358 1.83783
C: -0.04042 -0.54636 0.88806
C: -0.94628 -1.52648 1.72555
O: -0.50682 -2.53486 2.20985
O: -2.13855 -1.19807 1.92032
H: 0.50275 -1.00735 0.06309
H: 0.80545 -0.19433 1.47854
H: -0.49420 0.36929 0.50892
Cl: -2.13033 2.40739 1.45290
C: -2.58507 4.10990 1.14651
C: -1.41531 4.97946 0.77826
Cl: -0.10245 4.86020 1.95604
H: -3.23740 4.42886 1.95942
H: -3.26855 4.06821 0.29844
H: -1.73328 6.01952 0.70558
H: -0.97050 4.85992 -0.20964
Cl: 1.51226 -4.08085 -2.57612
C: 1.32850 -2.34568 -2.77496
C: 2.18318 -1.70876 -3.87221
Cl: 3.91170 -1.97216 -3.74784
H: 1.54612 -1.92022 -1.79530
H: 0.27733 -2.09164 -2.63857
H: 1.99902 -0.63472 -3.84733
H: 1.81395 -2.05229 -4.83852
Cl: -2.15760 -0.52966 -2.13870
C: -2.28629 1.27071 -2.12660
C: -3.04101 1.79502 -3.39072
Cl: -2.37152 1.19459 -4.95576
H: -1.27217 1.66713 -2.07660
H: -2.84949 1.54974 -1.23607
H: -2.99247 2.88394 -3.38745
H: -4.08701 1.49844 -3.46830
Cl: 4.19110 -0.57217 4.40753
C: 4.46559 -2.11956 3.52976
C: 3.11879 -2.71225 3.11939
Cl: 3.27912 -4.13709 2.12284
H: 5.08935 -2.67596 4.22935
H: 5.07992 -1.89286 2.65838
H: 2.51122 -1.96783 2.60483
H: 2.53706 -3.06239 3.97210

Values from the calculation:
LUMO (alpha / beta) ... -10.8 / -9.7 eV
Net charge ... +2
Largest force on an atom ... 0.1131 Eh/bohr
Multiplicity ... 2

DFT (the ωB97M-V functional and the def2-TZVPD basis) results for a single C5H6O molecule.

Atoms and positions in Å:
C: -0.71897 -1.15919 1.72788
C: -0.95508 -0.24060 0.83196
C: -0.92760 0.62747 -0.14322
C: 0.45239 1.07306 -0.59664
C: 1.09455 -0.13969 -1.25797
O: 0.60902 -0.70376 -2.20643
H: -0.73271 -0.95567 2.79309
H: -0.48768 -2.16892 1.39880
H: -1.80660 0.91042 -0.71522
H: 0.40976 1.90057 -1.31273
H: 1.04807 1.39296 0.26448
H: 2.01486 -0.53665 -0.78400

Values from the calculation:
LUMO ... 0.9 eV
SMILES ... C=C=CCC=O
Net charge ... 0
Largest force on an atom ... 0.0085 Eh/bohr
Multiplicity ... 1